A single CH4N2O3 molecule at a distorted geometry. Source: the Open Molecules 2025 dataset; level of theory: wB97M-V/def2-TZVPD.

XYZ file:
```
10
Properties=species:S:1:pos:R:3
C -1.03 -0.31 -0.10
O 0.38 -0.65 -0.61
N 1.61 -0.21 -0.04
O 1.56 0.48 0.97
N 2.83 -0.59 -0.51
O 3.76 0.08 0.15
H -1.09 0.70 0.33
H -1.42 -0.53 -1.08
H -1.32 -0.93 0.77
H 3.33 0.49 0.87
```

total charge = 0
HOMO-LUMO gap (spin up / spin down) = 9.95 / 9.95 eV
LUMO level (spin up / spin down) = 0.771 / 0.771 eV
structure (SMILES) = CO/[N+]([O-])=N/O
highest occupied orbital energy (spin up / spin down) = -9.18 / -9.18 eV


A molecular structure, CH4N2O3S at a distorted geometry. Source: the Open Molecules 2025 dataset; level of theory: wB97M-V/def2-TZVPD.

XYZ file:
```
11
Properties=species:S:1:pos:R:3
C 0.11 -0.69 0.45
N 0.93 -1.71 0.53
N 0.49 0.47 0.12
O -2.09 0.72 0.19
O -0.85 1.21 -1.90
O -0.73 2.85 -0.16
S -1.06 1.45 -0.51
H -0.94 -0.76 0.69
H 0.53 -2.64 0.69
H 1.97 -1.45 0.44
H 1.65 0.55 -0.54
```

total charge = 0
HOMO-LUMO gap = 9.65 eV
LUMO level = -0.354 eV
highest occupied orbital energy = -10.00 eV


A molecular structure, CH4N2O3S at a distorted geometry. Source: the Open Molecules 2025 dataset; level of theory: wB97M-V/def2-TZVPD.

XYZ file:
```
11
Properties=species:S:1:pos:R:3
C -1.54 -1.44 0.08
N -0.50 -1.68 0.57
N 0.69 1.02 -1.43
O -2.31 -0.73 -0.42
O 1.26 0.53 1.13
O -0.61 2.22 0.43
S -0.16 0.93 0.04
H -0.07 -2.45 1.14
H 0.90 -0.42 1.83
H 0.99 0.19 -1.74
H 1.36 1.82 -1.63
```

total charge = 0
HOMO-LUMO gap = 9.72 eV
LUMO level = 0.139 eV
highest occupied orbital energy = -9.58 eV


A molecular structure, CH4N2O3S at a distorted geometry. Source: the Open Molecules 2025 dataset; level of theory: wB97M-V/def2-TZVPD.

XYZ file:
```
11
Properties=species:S:1:pos:R:3
C -1.11 -0.93 -0.43
N -1.64 -1.85 0.35
N -0.54 0.02 -0.86
O 0.50 2.81 0.22
O 1.18 -1.07 1.11
O 2.49 -0.60 -0.90
S 1.49 -0.15 0.04
H 1.32 3.09 -0.25
H -2.22 -2.56 -0.06
H -1.26 -2.02 1.19
H -0.21 3.25 -0.41
```

total charge = 0
HOMO-LUMO gap (spin up / spin down) = 7.24 / 7.45 eV
multiplicity = 3
⟨S²⟩ = 2.016
LUMO level (spin up / spin down) = 0.549 / -3.236 eV
highest occupied orbital energy (spin up / spin down) = -6.70 / -10.69 eV


Across the entries above, ΔE to the lowest compared entry with this formula, charge and spin takes the values 442.2 189.6 291.3 106.3 kJ/mol, respectively.